(1)
The following is a DFT calculation (ωB97M-V with the def2-TZVPD basis set) of C41H35AsIrN4O6S2 as an isolated structure.

The expectation value of S² is 0.7928. Its spin multiplicity is 2. The largest force on an atom comes out at 1.1 eV Å⁻¹. Its HOMO energy (alpha / beta) is -13.0600 / -13.0597 eV. As for the total energy: -5389.86495 hartree. The value obtained for the molecular weight is 1011.0 g mol⁻¹. The lowest unoccupied orbital energy (alpha / beta) comes out at -6.6 / -8.1 eV. The gap between HOMO and LUMO (alpha / beta) is 6.49 / 4.91 eV. The value obtained for the relative energy (zero: lowest compared OMol25 entry of this formula, charge and spin) is 15.1 kcal per mole. Its total charge is +2.

Geometry as XYZ:
```
90
C41H35AsIrN4O6S2 ωB97M-V with the def2-TZVPD basis set
Ir -0.058 0.751 0.495
As -0.234 -0.950 -1.263
S 3.158 -0.384 0.505
S -0.349 0.091 3.158
O -6.942 0.111 -0.744
O -0.646 -0.679 1.849
O 0.444 1.257 2.697
O 2.509 -1.484 -0.111
O 0.196 -0.738 4.167
O 4.436 0.014 0.021
N -2.146 0.895 0.092
N 2.045 0.931 0.363
N -6.689 1.997 -1.975
N 0.199 2.827 0.095
C -3.343 -0.594 -4.074
C -4.194 -1.953 -2.281
C 3.854 2.640 0.088
C -0.512 5.102 0.038
C 3.724 0.317 3.077
C -6.256 1.022 -1.150
C 4.161 3.977 -0.105
C 1.816 4.572 -0.124
C -3.781 1.661 -1.475
C -2.982 -1.831 -1.614
C 0.782 5.523 -0.136
C -2.479 1.539 -1.041
C 1.476 -0.042 -3.526
C 3.603 -1.525 6.385
C 3.469 -1.212 4.929
C -4.376 -1.332 -3.508
C -0.763 3.738 0.150
C 2.955 -2.167 4.051
C 2.499 2.182 0.158
C 3.848 0.035 4.422
C -0.392 -3.549 0.218
C 0.966 -3.322 -1.783
C -2.135 -0.465 -3.407
C -4.455 0.405 0.428
C 1.478 3.218 0.018
C 3.189 4.940 -0.210
C 0.769 -5.451 -0.683
C 1.489 -2.368 -2.798
C 1.280 -4.664 -1.713
C -0.057 -4.900 0.278
C -4.800 1.077 -0.733
C -3.131 0.336 0.806
C -1.955 -1.078 -2.171
C -1.880 0.756 3.755
C 2.876 -1.653 -4.623
C 2.806 -1.897 2.707
C 2.410 -0.350 -4.500
C 1.020 -1.056 -2.696
C 0.123 -2.786 -0.810
C 2.420 -2.658 -3.779
C 3.192 -0.651 2.230
H -1.329 0.094 -3.870
H -2.825 -0.238 1.662
H 2.804 -3.664 -3.886
H 4.670 1.954 0.199
H -1.660 1.919 -1.636
H 4.218 -2.412 6.535
H 1.021 -6.502 -0.633
H -4.992 -2.541 -1.847
H -3.474 -0.131 -5.044
H 3.448 5.983 -0.335
H 1.019 6.573 -0.250
H -1.025 -3.115 0.982
H -2.586 -0.054 3.931
H 3.611 -1.883 -5.382
H 4.256 0.781 5.091
H 4.040 1.279 2.691
H -5.316 -1.438 -4.032
H -2.841 -2.340 -0.667
H 2.623 -1.728 6.823
H -3.966 2.149 -2.422
H -1.338 5.797 0.087
H -0.451 -5.516 1.076
H 2.663 -3.137 4.434
H 2.410 -2.636 2.025
H -5.220 -0.101 1.001
H -7.658 1.983 -2.252
H -1.773 3.385 0.305
H 4.055 -0.700 6.932
H 1.934 -5.107 -2.453
H -6.137 2.800 -2.214
H 5.205 4.254 -0.151
H 1.118 0.978 -3.427
H -2.269 1.480 3.046
H 2.778 0.421 -5.163
H -1.641 1.239 4.701
```



(2)
The following is a DFT calculation (ωB97M-V with the def2-TZVPD basis set) of C41H35F2NO5PtS as an isolated structure.

Its spin multiplicity is 1. The largest force on an atom comes out at 2.1 eV Å⁻¹. Its HOMO energy is -1.1364 eV. As for the total energy: -2731.65360 hartree. The value obtained for the molecular weight is 886.9 g mol⁻¹. The lowest unoccupied orbital energy comes out at 4.4 eV. The gap between HOMO and LUMO is 5.53 eV. The value obtained for the relative energy (zero: lowest compared OMol25 entry of this formula, charge and spin) is 0.0 kcal per mole. Its total charge is -2.

Geometry as XYZ:
```
86
C41H35F2NO5PtS ωB97M-V with the def2-TZVPD basis set
Pt -0.166 -0.267 -0.236
S 0.245 -1.664 3.148
F -1.098 -2.475 -1.795
F 0.739 -2.988 -0.793
O 0.800 -1.531 4.498
O -2.141 -0.232 -0.105
O -1.094 -2.233 3.132
O 1.768 -0.485 -0.433
O 0.384 -0.426 2.374
N -0.020 1.859 -0.054
C -1.110 3.992 -0.036
C 4.028 0.259 -0.323
C 2.476 1.421 -1.704
C 6.356 0.870 -0.142
C 2.291 1.344 -4.107
C 3.504 -3.429 1.561
C 2.581 2.705 -4.185
C 1.330 -2.860 2.365
C 2.810 3.415 -3.020
C -3.088 1.562 1.245
C 5.739 -1.432 -0.421
C 5.026 1.227 -0.177
C 1.043 2.425 0.574
C 3.923 -5.635 0.414
C 2.238 0.715 -2.879
C -5.929 0.112 -2.365
C 1.079 3.761 0.893
C -3.472 2.754 3.729
C 2.184 1.513 0.855
C -4.242 3.145 2.645
C 4.406 -1.075 -0.459
C -2.516 1.767 3.566
C -4.276 0.475 -0.640
C -1.085 2.655 -0.349
C -4.719 0.646 -1.949
C 2.762 2.788 -1.789
C 0.859 -4.102 2.009
C -2.898 0.916 -0.132
C -0.410 -2.251 -0.605
C 3.033 -4.667 1.145
C -5.090 -0.239 0.241
C -0.011 4.588 0.600
C -6.295 -0.773 -0.172
C 6.727 -0.465 -0.259
C 2.554 0.645 -0.389
C -4.048 2.554 1.411
C -2.239 1.997 -1.046
C -6.722 -0.607 -1.484
C -2.324 1.170 2.332
C 1.708 -5.005 1.396
C 2.647 -2.524 2.164
H 3.627 -1.811 -0.575
H 4.046 -6.565 0.972
H -6.906 -1.328 0.529
H -3.626 3.218 4.695
H -4.654 2.857 0.567
H 3.031 4.473 -3.068
H -6.252 0.252 -3.390
H 2.026 -0.344 -2.814
H 6.020 -2.475 -0.510
H 1.340 -5.968 1.066
H 3.482 -5.880 -0.552
H -1.870 1.480 -1.942
H -1.906 1.450 4.399
H 2.625 3.202 -5.145
H 3.048 2.065 1.226
H 4.760 2.270 -0.106
H -1.577 0.396 2.211
H -7.653 -1.048 -1.818
H 4.906 -5.202 0.243
H 2.108 0.780 -5.013
H -4.756 -0.387 1.257
H 1.864 0.796 1.620
H -4.994 3.916 2.762
H 7.112 1.638 -0.015
H -0.180 -4.324 2.208
H -4.116 1.189 -2.662
H 4.538 -3.162 1.393
H 7.774 -0.743 -0.229
H 2.981 -1.546 2.476
H -0.004 5.639 0.845
H -1.979 4.586 -0.286
H -2.975 2.755 -1.326
H 1.954 4.167 1.383
H 2.935 3.364 -0.896
H -0.991 -2.777 0.173
```



(3)
The following is a DFT calculation (ωB97M-V with the def2-TZVPD basis set) of a 7-piece molecular cluster, C41H35N2O14 overall.

Its spin multiplicity is 1. The largest force on an atom comes out at 3.6 eV Å⁻¹. Its HOMO energy is -2.1045 eV. As for the total energy: -2745.93825 hartree. The value obtained for the molecular weight is 779.7 g mol⁻¹. The lowest unoccupied orbital energy comes out at -0.1 eV. The gap between HOMO and LUMO is 1.96 eV. Its total charge is -1.

Geometry as XYZ:
```
92
C41H35N2O14 ωB97M-V with the def2-TZVPD basis set
O -1.883 4.320 5.077
O -1.042 0.139 -7.594
O 3.772 0.368 -4.183
O 3.235 7.062 0.300
O -4.721 0.425 2.864
O 5.596 1.233 -1.444
O 0.001 -1.359 -2.596
O 5.137 2.330 1.737
O -3.395 -2.592 4.402
O 4.125 5.358 -5.922
O -4.884 -5.040 -1.102
O -8.239 -1.524 6.269
O 5.240 -3.753 0.310
O -5.969 -3.511 0.054
N -1.581 -2.958 -0.630
N -2.457 -2.091 0.059
C 5.315 -2.612 -0.093
C 5.025 2.359 -4.251
C 4.341 -0.759 -1.371
C 4.176 4.370 2.412
C -2.533 3.426 4.570
C 2.872 3.365 -5.850
C -6.070 -2.320 6.715
C -0.225 -3.031 -0.041
C -7.129 -1.769 5.833
C 6.488 -1.760 0.236
C 4.194 5.020 -0.378
C -5.564 -1.802 3.943
C -4.853 -2.589 6.249
C -2.338 2.012 4.963
C 4.673 3.831 -0.018
C -1.598 -0.607 -4.154
C 2.785 2.111 -5.412
C -3.552 3.709 3.533
C 3.854 1.513 -4.580
C -3.669 -4.225 0.701
C -3.052 1.033 4.409
C 0.809 -1.000 -4.776
C 4.701 3.414 1.406
C -3.236 -2.784 1.049
C 4.248 -2.012 -0.930
C 4.044 4.215 -5.524
C 3.698 5.557 2.050
C -4.266 2.731 2.978
C -6.783 -1.535 4.416
C 0.142 -4.490 0.362
C -4.868 -4.300 -0.202
C 5.511 0.086 -1.042
C 3.669 5.977 0.626
C 6.578 -0.510 -0.205
C -4.071 1.317 3.373
C 5.114 3.613 -4.689
C 0.548 -0.622 -6.031
C -1.860 -0.229 -5.412
C -0.807 -0.207 -6.445
C -0.243 -1.018 -3.744
C -4.506 -2.350 4.825
H 3.399 -2.645 -1.159
H -2.849 0.078 -5.728
H -3.680 4.748 3.256
H 4.206 4.047 3.445
H 0.488 -2.766 -0.826
H 2.101 3.821 -6.459
H 5.791 1.903 -3.641
H 5.060 3.117 -0.734
H 1.938 1.477 -5.637
H -4.067 -2.989 6.877
H -1.473 -2.555 -1.552
H -5.892 -2.707 -0.479
H -6.344 -2.487 7.750
H 7.423 0.127 0.023
H 3.576 -0.304 -1.982
H 1.798 -1.304 -4.459
H -0.053 -2.342 0.789
H -5.297 -1.643 2.915
H -1.588 1.823 5.721
H -3.980 -4.693 1.649
H -2.793 -2.782 2.071
H -5.015 2.919 2.219
H -2.359 -0.628 -3.382
H -7.569 -1.135 3.789
H -0.711 -5.156 0.242
H -2.895 -4.858 0.292
H 0.455 -4.553 1.406
H -4.169 -2.208 1.157
H 5.961 4.248 -4.460
H 7.255 -2.215 0.849
H 1.315 -0.602 -6.796
H 4.163 5.343 -1.411
H 3.310 6.269 2.768
H -2.920 -0.005 4.683
H 0.919 -4.878 -0.296
```